Record 1
Density functional theory data (ωB97M-V/def2-TZVPD) for a cluster of 2 separate species, C5H16N3 in total in a non-equilibrium geometry.

Summary:
- charge = +1
- energy (eV) = -9909.19525
- energy relative to the best compared isomer or geometry (same formula, charge and spin) (kcal/mol) = 12.0
- molecular weight (g/mol) = 118.204
- HOMO level (eV) = -14.21
- Kohn-Sham gap (eV) = 10.81

The geometry in XYZ format:
```
24
Properties=species:S:1:pos:R:3:mulliken_charge:R:1
N -0.290 0.637 2.666 -0.370
C -1.103 1.273 1.828 0.733
N -2.117 1.928 2.407 -0.419
N -0.839 1.228 0.487 -0.303
H 0.364 -0.005 2.263 0.213
H -0.661 0.470 3.606 0.236
H -2.836 2.334 1.826 0.252
H -2.436 1.546 3.346 0.257
H -0.181 0.531 0.142 0.078
H -1.510 1.554 -0.229 0.265
C 1.794 -0.533 -2.847 -1.528
C 0.850 -0.907 -1.767 1.182
C 0.081 -2.269 -2.080 -1.485
C 1.532 -1.004 -0.408 -1.313
H 2.258 0.450 -2.707 0.374
H 2.611 -1.268 -3.005 0.328
H 1.258 -0.449 -3.836 0.368
H 0.020 -0.140 -1.698 -0.005
H -0.583 -2.676 -1.351 0.379
H 0.808 -3.070 -2.315 0.343
H -0.476 -2.106 -3.032 0.368
H 1.982 0.010 -0.169 0.420
H 0.838 -1.342 0.421 0.185
H 2.349 -1.746 -0.540 0.443
```


Record 2
Density functional theory data (ωB97M-V/def2-TZVPD) for a cluster of 2 separate species, C3H9NO2S in total in a non-equilibrium geometry.

Summary:
- SMILES = N[C@@H](C=O)CS.O
- energy (eV) = -19675.51739
- energy relative to the best compared isomer or geometry (same formula, charge and spin) (kcal/mol) = 66.8
- molecular weight (g/mol) = 123.177
- HOMO level (eV) = -9.39
- Kohn-Sham gap (eV) = 9.79

The geometry in XYZ format:
```
16
Properties=species:S:1:pos:R:3:mulliken_charge:R:1
N 1.113 -0.557 2.120 -0.642
C 1.530 0.515 1.040 0.145
C 2.984 0.242 0.641 -0.090
O 3.203 0.094 -0.539 -0.463
C 0.601 0.660 -0.200 -0.845
S -1.179 1.228 0.108 -0.238
H 0.620 -1.200 1.486 0.266
H 0.493 -0.199 2.860 0.271
H 1.450 1.622 1.443 0.246
H 3.446 -0.251 1.498 0.368
H 0.624 -0.317 -0.691 0.431
H 0.960 1.395 -0.918 0.440
H -1.863 0.550 -0.812 0.110
O -5.034 -1.207 -2.547 -0.629
H -4.501 -0.633 -3.098 0.313
H -4.447 -1.942 -2.391 0.315
```


Record 3
Density functional theory data (ωB97M-V/def2-TZVPD) for a structure of composition C7H13NO2 in a non-equilibrium geometry.

Summary:
- energy (eV) = -13049.11759
- energy relative to the best compared isomer or geometry (same formula, charge and spin) (kcal/mol) = 157.1
- molecular weight (g/mol) = 143.186
- HOMO level (eV) = -7.30
- Kohn-Sham gap (eV) = 7.91

The geometry in XYZ format:
```
23
Properties=species:S:1:pos:R:3:mulliken_charge:R:1
C -0.364 -0.440 -0.373 0.747
C -0.186 -1.685 0.447 -1.658
C 2.373 0.981 1.355 -1.055
N -0.132 0.756 0.166 -0.417
C -2.394 0.203 0.065 0.330
C 1.795 0.639 0.029 0.550
C -3.323 0.026 -0.867 -0.859
C 2.437 0.596 -1.124 -0.904
O -0.373 -0.567 -1.716 -0.483
O -2.701 0.448 1.369 -0.540
H -0.071 -1.446 -1.979 0.365
H -1.888 0.700 1.823 0.332
H -0.332 1.517 -0.476 0.323
H 0.723 -2.214 0.158 0.493
H -0.146 -1.441 1.504 0.336
H -1.050 -2.329 0.275 0.444
H 3.441 1.222 1.282 0.387
H 1.865 1.846 1.786 0.256
H 2.261 0.154 2.061 0.243
H -3.040 -0.194 -1.885 0.245
H -4.384 0.058 -0.633 0.293
H 2.016 0.250 -2.059 0.273
H 3.475 0.920 -1.208 0.299
```


Record 4
Density functional theory data (ωB97M-V/def2-TZVPD) for a cluster of 3 separate species, C2HF3I2 in total in a non-equilibrium geometry.

Summary:
- energy (eV) = -26441.15302
- energy relative to the best compared isomer or geometry (same formula, charge and spin) (kcal/mol) = 46.2
- molecular weight (g/mol) = 335.832
- HOMO level (spin up / spin down) (eV) = -9.89 / -9.97
- Kohn-Sham gap (spin up / spin down) (eV) = 6.83 / 6.55

The geometry in XYZ format:
```
8
Properties=species:S:1:pos:R:3:mulliken_charge:R:1
C -0.056 0.634 -0.311 -0.249
C 0.171 -0.571 0.214 0.224
F -0.107 0.922 -1.580 -0.198
F 0.337 -1.761 -0.341 -0.192
F 0.078 -0.685 1.522 -0.164
I -3.437 0.001 0.086 0.037
I 3.083 0.009 0.058 0.027
H -0.070 1.452 0.352 0.514
```


- Number 4 is which compound?
  C2HF3I2